{"formula": "C31H74BO2P2S", "method": "ωB97M-V/def2-TZVPD", "elements": ["C", "C", "C", "C", "C", "C", "C", "C", "C", "C", "C", "C", "P", "C", "B", "O", "O", "P", "S", "H", "H", "H", "H", "H", "H", "H", "H", "H", "H", "H", "H", "H", "H", "H", "H", "H", "H", "H", "H", "H", "H", "H", "H", "H", "H", "H", "H", "H", "H", "H", "H", "C", "C", "C", "C", "C", "C", "H", "H", "H", "H", "H", "H", "H", "H", "H", "H", "H", "H", "H", "H", "C", "C", "C", "C", "C", "C", "H", "H", "H", "H", "H", "H", "H", "H", "H", "H", "H", "H", "H", "H", "C", "C", "C", "C", "C", "C", "H", "H", "H", "H", "H", "H", "H", "H", "H", "H", "H", "H", "H", "H"], "xyz": [[1.445, -3.767, -0.449], [1.930, -2.481, -1.119], [2.114, -1.307, -0.154], [1.946, 0.063, -0.807], [1.829, 1.230, 0.192], [0.655, 2.197, -0.018], [-0.738, 1.564, -0.070], [-1.849, 2.592, -0.305], [-3.261, 2.134, 0.087], [-3.920, 1.218, -0.960], [-4.848, 0.154, -0.360], [-5.586, -0.619, -1.468], [-6.435, -2.102, -0.921], [-5.537, -3.200, 0.151], [-4.191, -3.804, -0.492], [-3.656, -4.928, 0.069], [-3.713, -3.192, -1.636], [-8.297, -1.607, 0.165], [-9.319, -3.182, 0.509], [1.819, -4.670, -0.939], [0.350, -3.833, -0.457], [1.755, -3.812, 0.603], [1.220, -2.176, -1.900], [2.874, -2.695, -1.631], [1.397, -1.401, 0.678], [3.113, -1.370, 0.298], [2.826, 0.253, -1.438], [1.086, 0.022, -1.484], [1.788, 0.842, 1.221], [2.749, 1.822, 0.137], [0.642, 2.906, 0.821], [0.834, 2.799, -0.919], [-0.773, 0.802, -0.860], [-0.921, 1.042, 0.884], [-1.610, 3.506, 0.254], [-1.850, 2.884, -1.365], [-3.214, 1.606, 1.051], [-3.893, 3.013, 0.251], [-4.511, 1.834, -1.650], [-3.144, 0.730, -1.565], [-4.276, -0.517, 0.293], [-5.583, 0.665, 0.278], [-6.385, 0.012, -1.885], [-4.924, -0.889, -2.297], [-6.867, -2.845, -2.016], [-6.233, -3.999, 0.440], [-5.270, -2.661, 1.071], [-2.742, -4.914, 0.352], [-2.849, -2.789, -1.649], [-8.800, -0.578, -0.643], [-7.706, -0.906, 1.227], [5.010, 1.790, -3.266], [5.148, 2.550, -1.951], [4.682, 4.003, -2.032], [5.467, 4.875, -3.016], [6.971, 4.927, -2.750], [7.316, 5.486, -1.374], [5.627, 2.227, -4.052], [5.314, 0.748, -3.157], [3.974, 1.801, -3.615], [6.185, 2.506, -1.610], [4.558, 2.045, -1.180], [4.732, 4.446, -1.034], [3.624, 4.021, -2.316], [5.063, 5.891, -2.972], [5.295, 4.527, -4.038], [7.441, 5.539, -3.523], [7.403, 3.928, -2.854], [6.913, 6.493, -1.244], [8.395, 5.538, -1.226], [6.912, 4.857, -0.578], [6.738, 3.739, 2.549], [6.854, 4.460, 3.887], [6.425, 5.925, 3.818], [7.242, 6.785, 2.850], [8.745, 6.804, 3.125], [9.108, 7.365, 4.496], [7.387, 4.194, 1.799], [7.018, 2.688, 2.631], [5.713, 3.784, 2.172], [7.883, 4.389, 4.250], [6.238, 3.950, 4.632], [6.467, 6.356, 4.821], [5.373, 5.971, 3.515], [6.861, 7.810, 2.892], [7.073, 6.445, 1.825], [9.230, 7.403, 2.350], [9.155, 5.795, 3.023], [8.727, 8.382, 4.613], [10.189, 7.397, 4.637], [8.691, 6.761, 5.303], [-9.535, -9.623, 0.555], [-8.027, -9.526, 0.351], [-7.398, -8.301, 1.014], [-7.920, -6.959, 0.496], [-7.757, -6.751, -1.009], [-6.302, -6.788, -1.460], [-10.061, -8.776, 0.110], [-9.937, -10.528, 0.100], [-9.783, -9.646, 1.618], [-7.801, -9.528, -0.720], [-7.549, -10.420, 0.758], [-6.312, -8.345, 0.891], [-7.580, -8.349, 2.092], [-7.396, -6.158, 1.031], [-8.975, -6.850, 0.759], [-8.206, -5.791, -1.284], [-8.327, -7.509, -1.551], [-5.710, -6.029, -0.946], [-6.208, -6.617, -2.534], [-5.839, -7.750, -1.243]], "max_force_ev_per_a": 1.2, "gap_ev": 9.1023, "total_charge": 1}